Entry 1:
Entry from the OMol25 dataset: a 11-piece molecular cluster, C36H62Br4O27 overall in a non-equilibrium geometry (ωB97M-V/def2-TZVPD).

The geometry in ORCA input format:
```
! RIJCOSX wB97M-V def2-TZVPD def2/J DEFGRID3
* xyz 0 1
C 6.38860 2.66449 0.87545
C 5.05844 2.62715 1.60014
C 4.94548 3.53294 2.85215
O 3.66836 4.15622 2.72054
C 3.10118 3.82116 1.56025
O 2.02816 4.15762 1.21491
O 3.98063 3.17346 0.78628
H 6.71184 1.68374 0.55059
H 7.14154 3.17033 1.48643
H 6.39318 3.33704 0.01315
H 4.80226 1.60095 1.85377
H 5.74835 4.26432 2.92924
H 4.83895 2.93552 3.75930
C -4.37815 -2.05197 2.79262
C -4.46007 -0.80203 1.96826
C -5.66126 0.11146 2.25413
O -5.13415 1.41588 2.48856
C -3.76849 1.35175 2.41837
O -3.04248 2.21429 2.79539
O -3.36064 0.09388 2.21738
H -3.94254 -1.86909 3.77580
H -3.61425 -2.70502 2.36538
H -5.37258 -2.48360 2.87268
H -4.37903 -0.93562 0.88318
H -6.06792 -0.18297 3.23324
H -6.50548 -0.01845 1.57927
C 1.11801 -4.49061 -2.12070
C 1.91260 -3.29846 -1.64396
C 3.44885 -3.37867 -1.69927
O 3.75620 -2.35412 -2.60522
C 2.72163 -1.68639 -3.08943
O 2.82630 -0.78275 -3.87331
O 1.59737 -2.13223 -2.49435
H 0.04136 -4.38476 -2.05312
H 1.42843 -5.35886 -1.53398
H 1.35633 -4.71435 -3.16435
H 1.51358 -2.88488 -0.71177
H 3.81094 -4.32766 -2.11818
H 3.91871 -3.37863 -0.71331
C 0.32796 5.17916 4.60186
C -0.32101 3.86095 4.22267
C 0.61522 2.81589 3.64978
O 0.04424 1.60057 4.10462
C -0.72206 1.86522 5.22225
O -1.04543 1.04099 6.01072
O -0.77217 3.19199 5.40371
H -0.24533 5.71256 5.35875
H 0.45562 5.87276 3.77160
H 1.32019 4.97045 5.00550
H -1.17835 3.97292 3.55265
H 1.65153 2.95453 3.98509
H 0.65688 2.88542 2.56154
C -3.19854 -3.31627 -3.64727
C -3.75473 -4.60106 -3.03216
C -3.61932 -5.77637 -4.03150
O -2.99527 -6.79933 -3.25809
C -2.55862 -6.29838 -2.08545
O -1.91715 -6.94708 -1.32260
O -2.90139 -5.00869 -1.96392
H -2.10927 -3.27329 -3.64404
H -3.46611 -2.44381 -3.04907
H -3.60703 -3.21507 -4.65098
H -4.78483 -4.45230 -2.70899
H -2.93624 -5.43995 -4.81881
H -4.48964 -6.12117 -4.58292
C -1.30702 1.73568 -2.94253
O -1.27316 1.79206 -4.36925
C -1.62216 0.70818 -5.04206
O -2.19779 -0.23287 -4.56708
O -1.21578 0.82672 -6.28419
C -1.54034 -0.19375 -7.22917
H -1.40331 2.77924 -2.66174
H -0.45714 1.28863 -2.42867
H -2.23869 1.24610 -2.65945
H -2.35440 -0.86290 -6.92942
H -0.66719 -0.84462 -7.16819
H -1.86914 0.20281 -8.18079
C 1.74755 0.77080 0.52209
O 1.14907 -0.50156 0.33654
C -0.16388 -0.47650 0.16995
O -0.80330 0.53985 0.21062
O -0.65479 -1.67118 -0.06216
C -1.79509 -1.83536 -0.87831
H 1.49098 1.53215 -0.21196
H 2.82525 0.64685 0.40097
H 1.62381 1.07248 1.56475
H -1.93689 -1.00428 -1.57171
H -2.70908 -1.84230 -0.27814
H -1.70548 -2.77765 -1.40492
C -1.38352 3.81622 0.10651
O -1.83127 5.06671 -0.41999
C -2.78665 5.03029 -1.34811
O -3.43200 4.10448 -1.75789
O -2.93789 6.28394 -1.77264
C -3.75730 6.55994 -2.88853
H -0.73693 4.01238 0.95390
H -0.85485 3.27564 -0.67545
H -2.19375 3.16538 0.43495
H -4.77768 6.18581 -2.80852
H -3.38183 6.16515 -3.84077
H -3.68959 7.64014 -3.01092
C -1.15928 -1.85470 4.54607
O -1.29348 -3.10597 3.84992
C -0.37336 -3.45047 2.97814
O 0.42717 -2.69976 2.49811
O -0.46938 -4.75422 2.76158
C 0.44164 -5.28653 1.82598
H -1.17140 -2.13224 5.60011
H -1.97033 -1.15067 4.40291
H -0.18628 -1.41244 4.35539
H 1.50405 -5.18264 2.05748
H 0.37668 -4.79318 0.84794
H 0.13327 -6.31461 1.66874
Br 5.02261 -1.12159 1.22233
C 3.86881 -2.15729 2.50067
C 3.27337 -1.33640 3.62981
Br 4.50509 -1.08470 5.09675
H 4.43666 -2.99710 2.89847
H 3.11640 -2.58765 1.84456
H 2.37792 -1.88712 3.90879
H 3.00855 -0.37578 3.19509
Br 5.10460 0.52325 -1.68701
C 4.17685 2.16701 -2.21582
C 3.67912 2.12326 -3.64101
Br 3.41118 3.94226 -4.39992
H 4.98627 2.88784 -2.18506
H 3.39594 2.30466 -1.48261
H 2.77391 1.54408 -3.78086
H 4.42530 1.66636 -4.28468
*
```

Computed properties:
- energy above the lowest of the compared OMol25 structures with the same formula, charge and spin (kcal per mole) = 0.00
- HOMO-LUMO gap (Ha) = 0.3736
- LUMO energy (eV) = 0.296
- SMILES string = C[C@H]1COC(=O)O1.C[C@H]1COC(=O)O1.C[C@H]1COC(=O)O1.C[C@H]1COC(=O)O1.C[C@H]1COC(=O)O1.COC(=O)OC.COC(=O)OC.COC(=O)OC.COC(=O)OC.BrCCBr.BrCCBr

---

Entry 2:
Entry from the OMol25 dataset: a 2-piece molecular cluster, C4H9NO overall in a non-equilibrium geometry (ωB97M-V/def2-TZVPD).

The geometry in ORCA input format:
```
! RIJCOSX wB97M-V def2-TZVPD def2/J DEFGRID3
* xyz 0 1
C -0.72176 1.99269 -1.71650
C 0.15874 1.13614 -2.19162
N -0.12930 -0.30191 -2.14281
H -0.80363 2.04407 -0.58671
H -1.47653 2.83083 -1.90329
H 1.05398 1.50321 -2.78869
H -0.12694 -0.80968 -1.26296
H 0.59776 -0.81238 -2.72770
C 1.07312 -0.44794 2.36628
C 0.12058 -1.38433 2.16032
O -1.26083 -1.34064 2.23947
H 2.08151 -0.78812 2.46696
H 0.67518 0.55230 2.41258
H 0.41576 -2.46181 2.20436
H -1.65763 -1.71244 1.47032
*
```

Computed properties:
- energy above the lowest of the compared OMol25 structures with the same formula, charge and spin (kcal per mole) = 138.58
- HOMO-LUMO gap (Ha) = 0.2997
- LUMO energy (eV) = 0.560
- SMILES string = C=CN.C=CO

---

Entry 3:
Entry from the OMol25 dataset: a 40-piece molecular cluster, H80O40 overall in a non-equilibrium geometry (ωB97M-V/def2-TZVPD).

The geometry in ORCA input format:
```
! RIJCOSX wB97M-V def2-TZVPD def2/J DEFGRID3
* xyz 0 1
H 4.71649 -1.11319 4.37542
H 3.70226 -1.47801 3.24608
O 3.76745 -0.89819 4.01617
H -1.43811 -3.75277 4.56522
H -1.51190 -3.46867 3.10861
O -1.84032 -4.08283 3.70037
H -5.88527 0.86821 2.79684
H -4.41254 0.34929 2.25762
O -5.38123 0.24083 2.28139
H 2.75218 4.43298 3.79645
H 3.94076 4.38941 2.81316
O 3.10777 4.95812 2.95944
H -1.38960 -0.36516 -4.38345
H -0.23243 0.74794 -4.22732
O -0.65320 0.04215 -4.93898
H -0.08717 1.88668 0.60561
O 0.37197 2.02359 -0.34799
H -5.81082 1.45236 -0.62739
O -6.66484 1.24660 -0.31697
H 6.31703 -0.00717 -0.48146
H 5.14219 0.10362 -1.45754
O 5.68704 -0.67070 -0.95461
H -2.01728 2.67589 -1.54916
H -3.01509 3.79350 -1.54327
O -2.97819 2.74860 -1.29995
H -4.00940 5.75681 0.61310
H -2.71832 5.26840 0.99238
O -3.65696 5.31204 1.46355
H 2.45782 -3.53870 0.03202
H 3.33372 -2.45074 0.69370
O 2.47540 -2.88373 0.70120
H 1.65450 -4.58080 -4.40757
O 1.69981 -3.57415 -4.72233
H 2.15927 0.55247 0.09239
H 3.60636 0.61945 0.21886
O 2.77273 0.51894 0.72275
H -2.17113 -1.37684 -1.36550
H -3.65316 -1.55211 -0.75967
O -2.77820 -1.16398 -0.62603
H 2.20857 2.33391 5.63006
H 1.17132 2.49854 4.66615
O 1.76186 3.04083 5.22271
H 5.18197 2.15940 2.04939
H 3.79188 1.76377 2.65032
O 4.57481 2.43041 2.63603
H 1.24769 -1.00881 -2.52425
H -0.35024 -1.17924 -1.94635
O 0.64199 -0.86478 -1.67309
H 1.14442 -5.39754 -1.86682
H 2.64912 -5.37909 -1.87260
O 2.00622 -5.04489 -1.43875
H -2.61150 -2.08030 -2.54205
O -2.00020 -2.05837 -3.44023
H -0.30215 0.05063 2.26108
H 0.98553 -0.83507 2.73813
O 0.01751 -0.56284 2.91294
H 1.37862 6.38406 -2.00449
O 0.51373 6.11027 -1.73525
H -4.02552 0.36516 -2.38703
H -2.71725 1.26477 -2.80192
O -3.16545 0.42196 -2.80510
H 3.79332 -3.37915 -3.82667
H 4.40760 -2.70909 -2.56309
O 3.69052 -2.81106 -3.16451
H -0.46430 -4.56583 -3.86573
H -0.46643 -4.91261 -2.36517
O -0.27922 -5.23584 -3.27756
H -5.75373 -2.77540 0.63518
H -5.81023 -1.17741 0.84266
O -5.61299 -1.94874 0.23994
H 2.88175 4.34041 0.80888
H 1.60234 3.38375 0.25622
O 2.68881 3.50403 0.35444
H 1.63261 -2.89075 2.60028
H 0.62144 -3.36616 3.95457
O 0.68727 -3.01623 2.98112
H 1.93181 2.61153 -4.10013
H 3.13003 2.95464 -5.12773
O 2.40775 3.38039 -4.59382
H 2.49850 -0.48793 -5.23337
H 1.59345 -1.02303 -4.11112
O 2.29648 -0.44072 -4.28326
H 4.88597 1.96292 -0.94944
H 5.07461 3.11563 0.07713
O 5.66626 2.37817 -0.34953
H 0.38792 -5.00687 -0.04630
H -0.75486 -4.37856 0.60603
O -0.35478 -4.58484 -0.26270
H -4.22878 3.55924 3.40468
O -3.88853 2.84434 3.35222
H -5.06132 -2.32626 -2.19755
H -5.47454 -3.77120 -1.66247
O -4.70561 -3.19041 -1.87470
H -2.70359 -1.81888 -4.06206
H -0.21362 1.55298 -0.98055
H 0.33291 5.19314 -2.03520
H -6.89047 1.03495 0.51722
H 0.79736 -3.22085 -4.98173
H -3.07955 2.82858 3.91181
O -4.91899 -3.95424 2.14589
H -5.12053 -3.54305 3.06237
H -4.18469 -3.42985 2.02857
O 1.47821 2.03195 2.46109
H 2.22318 2.51100 1.83076
H 2.00063 1.39679 2.91558
O 1.89342 1.57120 -2.75700
H 1.77176 0.67125 -3.14195
H 1.33113 1.48687 -1.89275
O -1.13970 -2.48753 1.46026
H -1.68813 -2.08333 0.71051
H -0.75300 -1.67937 1.96712
O -4.61276 3.19527 0.78454
H -4.87898 3.79301 1.37551
H -4.19365 2.60297 1.39844
O -1.18535 3.26106 3.24711
H -0.91321 3.84304 4.03467
H -0.39454 2.92900 3.07428
O 4.60623 -1.55652 1.27661
H 5.00813 -2.37209 1.22249
H 4.94212 -1.23714 0.39582
*
```

Computed properties:
- energy above the lowest of the compared OMol25 structures with the same formula, charge and spin (kcal per mole) = 382.34
- HOMO-LUMO gap (Ha) = 0.3452
- LUMO energy (eV) = -0.657

---

Entry 4:
Entry from the OMol25 dataset: one molecule with the formula C6H4O (ωB97M-V/def2-TZVPD).

The geometry in ORCA input format:
```
! RIJCOSX wB97M-V def2-TZVPD def2/J DEFGRID3
* xyz 0 1
C -1.93270 -1.99172 -1.68437
C -1.56100 -1.62731 -0.59709
C -1.09678 -1.15672 0.70350
O -1.56283 -1.56421 1.74783
C -0.05163 -0.15321 0.62889
C 0.77281 0.72078 0.51648
C 1.73485 1.80707 0.36380
H -2.26110 -2.31397 -2.64806
H 2.76154 1.43704 0.44337
H 1.58010 2.56105 1.14110
H 1.61674 2.28122 -0.61545
*
```

Computed properties:
- energy above the lowest of the compared OMol25 structures with the same formula, charge and spin (kcal per mole) = 52.74
- HOMO-LUMO gap (Ha) = 0.3659
- LUMO energy (eV) = -0.273
- SMILES string = C#CC(=O)C#CC